Arrangement a

Below is a cluster of 4 separate species, C5H11NO2 in total, with properties calculated with wB97M-V/def2-TZVPD.

Output
* gap between HOMO and LUMO (alpha / beta): 5.97 / 4.87 eV
* spin multiplicity: 2
* HOMO (alpha / beta): -3.400 / -3.105 eV
* charge: -1

Each line ends with the Löwdin spin population.
Positions of all 19 atoms, in Å:
C: 1.19 1.09 2.66  0.276
C: -0.16 1.27 2.86  -0.002
C: -0.86 -0.55 -1.31  0.208
C: 0.04 -1.78 -2.10  0.027
C: 0.12 -1.48 -0.62  0.085
O: -0.37 -2.28 0.30  0.552
O: 0.47 0.31 -3.59  0.065
N: -0.87 2.09 2.06  0.041
H: 0.06 0.30 1.31  -0.278
H: 1.41 1.60 1.76  -0.002
H: 1.83 0.45 3.28  0.015
H: -0.56 0.71 3.72  -0.002
H: -1.83 -0.61 -0.89  0.002
H: -0.36 0.36 -1.51  0.007
H: 0.57 -1.20 -2.88  0.008
H: -0.37 -2.71 -2.47  -0.001
H: 1.05 -0.85 -0.59  -0.001
H: 0.46 0.85 -4.38  -0.001
H: -1.80 2.43 2.39  0.002



Arrangement b

Below is a cluster of 2 separate species, C5H11NO2 in total, with properties calculated with wB97M-V/def2-TZVPD.

Output
* gap between HOMO and LUMO (alpha / beta): 4.19 / 8.56 eV
* spin multiplicity: 2
* HOMO (alpha / beta): -0.076 / -4.560 eV
* charge: -1

Each line ends with the Löwdin spin population.
Positions of all 19 atoms, in Å:
C: 1.11 0.13 0.19  0.247
N: 0.02 0.95 0.57  0.140
C: -0.73 1.25 -0.61  0.023
C: -2.13 0.62 -0.28  0.008
C: -1.77 -0.73 0.31  0.056
C: -0.32 -0.50 0.99  0.131
O: 1.44 -0.35 -0.99  0.114
H: 2.01 0.26 0.84  0.018
H: -0.47 0.85 -1.60  0.001
H: -0.92 2.33 -0.80  0.014
H: -2.64 1.27 0.49  0.001
H: -2.75 0.68 -1.16  0.001
H: -2.50 -1.27 0.94  0.008
H: -1.38 -1.46 -0.40  0.030
H: -0.40 -0.49 2.08  0.010
H: 0.17 -1.60 0.76  0.181
H: 3.33 -1.24 -0.61  0.005
H: 3.74 0.07 -0.31  0.003
O: 4.17 -0.78 -0.39  0.007



Arrangement c

Below is a structure of composition C5H11NO2, with properties calculated with wB97M-V/def2-TZVPD.

Output
* gap between HOMO and LUMO (alpha / beta): 6.14 / 5.34 eV
* spin multiplicity: 2
* HOMO (alpha / beta): -3.367 / -2.574 eV
* charge: -1

Each line ends with the Löwdin spin population.
Positions of all 19 atoms, in Å:
O: 2.31 1.53 0.58  0.000
C: 2.03 0.52 -0.05  0.000
N: 0.59 0.46 -0.80  0.000
C: -0.21 -0.49 -0.02  0.000
C: -1.04 0.36 0.98  0.001
C: -2.38 0.77 0.39  0.042
O: -2.59 -1.41 -1.34  0.950
C: 2.69 -0.65 -0.51  -0.002
H: 0.99 0.04 -1.62  0.000
H: 0.28 -1.33 0.43  0.000
H: -1.11 -0.80 -0.72  -0.002
H: -1.35 -0.22 1.89  0.000
H: -0.41 1.16 1.35  0.001
H: -3.04 1.05 1.21  0.002
H: -2.39 1.50 -0.43  -0.001
H: -2.81 -0.13 -0.11  0.009
H: 1.98 -0.59 0.59  0.000
H: 2.78 -0.77 -1.62  0.000
H: 3.67 -1.01 -0.18  0.000



Calculated relative energies: arrangement a 0.2158; arrangement b 0.0000; arrangement c 0.1255, given in hartree



Arrangement a

Below is an isolated molecule of C19H18FN3O3S, with properties calculated with wB97M-V/def2-TZVPD.

Output
* gap between HOMO and LUMO: 8.67 eV
* spin multiplicity: 1
* HOMO: -8.198 eV

Each line ends with the Mulliken charge.
Positions of all 45 atoms, in Å:
C: -2.12 -3.09 -0.26  -1.016
O: -2.29 -1.70 -0.43  -0.343
C: -3.55 -1.18 -0.38  1.262
C: -4.71 -1.92 -0.28  -0.604
C: -5.95 -1.29 -0.28  -0.685
C: -6.03 0.09 -0.40  -0.633
C: -4.87 0.84 -0.51  -0.689
C: -3.62 0.23 -0.48  -0.022
N: -2.52 1.03 -0.64  -0.433
C: -1.42 0.99 -0.03  0.380
S: -1.07 -0.10 1.34  -0.056
C: 0.46 0.63 2.06  0.442
C: 1.65 -0.22 1.57  0.182
O: 1.65 -1.41 1.78  -0.698
N: 2.64 0.46 0.95  0.086
C: 3.82 -0.05 0.39  0.386
C: 4.21 -1.37 0.52  -0.249
C: 5.40 -1.80 -0.05  -0.659
C: 6.18 -0.90 -0.75  0.312
F: 7.34 -1.31 -1.31  -0.330
C: 5.80 0.43 -0.90  -0.632
C: 4.62 0.85 -0.32  -0.457
C: 0.45 2.12 1.79  -1.296
C: 0.56 2.40 0.30  0.704
O: 1.46 3.07 -0.17  -0.675
N: -0.40 1.83 -0.48  0.191
C: -0.45 2.18 -1.89  -1.063
H: -2.57 -3.65 -1.09  0.362
H: -1.05 -3.25 -0.25  0.239
H: -2.55 -3.43 0.69  0.405
H: -4.67 -2.99 -0.20  0.421
H: -6.84 -1.88 -0.20  0.381
H: -6.99 0.58 -0.41  0.367
H: -4.91 1.91 -0.60  0.462
H: 0.35 0.43 3.13  0.492
H: 2.54 1.46 0.79  -0.051
H: 3.60 -2.07 1.07  0.506
H: 5.72 -2.83 0.04  0.426
H: 6.43 1.11 -1.45  0.429
H: 4.30 1.88 -0.43  0.409
H: 1.28 2.62 2.29  0.337
H: -0.48 2.54 2.17  0.384
H: -0.43 1.27 -2.49  0.317
H: 0.42 2.80 -2.11  0.391
H: -1.37 2.72 -2.10  0.319



Arrangement b

Below is an isolated molecule of C19H18FN3O3S, with properties calculated with wB97M-V/def2-TZVPD.

Output
* gap between HOMO and LUMO: 8.42 eV
* spin multiplicity: 1
* HOMO: -7.990 eV

Each line ends with the Mulliken charge.
Positions of all 45 atoms, in Å:
C: -1.84 -3.99 -0.20  -0.630
O: -3.04 -3.27 -0.33  -0.414
C: -2.87 -1.91 -0.62  -0.421
C: -2.60 -1.07 0.65  -0.824
N: -1.82 0.11 0.34  0.257
C: -2.36 1.29 -0.11  0.980
O: -1.66 2.22 -0.46  -0.668
C: -3.85 1.36 -0.15  -0.201
C: -4.51 1.38 -1.37  -0.205
C: -5.89 1.53 -1.42  -0.766
C: -6.62 1.68 -0.25  -0.348
C: -5.97 1.68 0.98  -0.700
C: -4.60 1.53 1.01  0.488
F: -3.97 1.52 2.20  -0.342
C: -0.45 -0.03 0.36  -0.040
N: 0.13 -1.14 0.70  0.041
N: 1.45 -1.07 0.65  -0.731
C: 1.91 0.08 0.29  0.269
C: 3.32 0.39 0.18  0.743
C: 3.75 1.65 -0.23  -0.587
C: 5.10 1.93 -0.33  -0.741
C: 6.05 0.95 -0.03  0.900
O: 7.34 1.32 -0.16  -0.449
C: 8.35 0.38 0.13  -0.834
C: 5.62 -0.32 0.37  -0.275
C: 4.27 -0.59 0.47  -0.895
S: 0.64 1.26 -0.06  -0.179
H: -2.11 -4.99 0.13  0.266
H: -1.16 -3.53 0.52  0.273
H: -1.32 -4.06 -1.17  0.263
H: -2.03 -1.78 -1.32  0.365
H: -3.79 -1.58 -1.11  0.294
H: -3.54 -0.79 1.12  0.190
H: -2.02 -1.67 1.35  0.644
H: -3.94 1.27 -2.28  0.475
H: -6.39 1.53 -2.37  0.412
H: -7.69 1.80 -0.29  0.396
H: -6.51 1.81 1.90  0.463
H: 3.03 2.42 -0.46  0.341
H: 5.45 2.90 -0.64  0.428
H: 8.31 0.05 1.17  0.338
H: 9.29 0.90 -0.05  0.239
H: 8.29 -0.49 -0.54  0.337
H: 6.32 -1.09 0.61  0.381
H: 3.92 -1.56 0.78  0.467



Calculated relative energies: arrangement a 0.0000; arrangement b 0.0543, given in hartree



Arrangement a

Below is a structure of composition C3H6ClNS, with properties calculated with wB97M-V/def2-TZVPD.

Output
* gap between HOMO and LUMO: 9.17 eV
* spin multiplicity: 1
* HOMO: -9.332 eV

Each line ends with the Mulliken charge.
Positions of all 12 atoms, in Å:
C: -1.66 1.05 0.29  -0.767
C: -0.70 -0.20 -0.15  0.080
C: 0.65 -0.51 0.22  0.063
H: -2.84 0.59 -0.27  0.256
H: -1.53 1.31 1.53  0.246
H: -1.36 2.04 -0.39  0.266
H: -0.65 0.10 -1.28  0.231
H: 0.72 -1.22 1.14  0.264
H: 4.03 -0.53 -0.87  0.158
N: 1.69 0.06 -0.41  -0.436
S: 3.33 -0.87 0.19  -0.153
Cl: -1.68 -1.81 0.00  -0.208



Arrangement b

Below is an isolated molecule of C3H6ClNS, with properties calculated with wB97M-V/def2-TZVPD.

Output
* gap between HOMO and LUMO: 9.49 eV
* spin multiplicity: 1
* HOMO: -8.641 eV

Each line ends with the Mulliken charge.
Positions of all 12 atoms, in Å:
C: -2.00 1.68 0.13  -0.240
N: -1.35 0.87 -0.57  -0.330
S: -1.24 -0.79 -0.12  -0.039
C: 0.49 -1.25 -0.43  -0.590
C: 1.60 -0.54 0.34  -0.452
Cl: 2.01 1.09 -0.25  -0.175
H: -1.97 2.65 -0.26  0.279
H: -2.50 1.46 1.04  0.263
H: 0.64 -1.22 -1.58  0.346
H: 0.53 -2.24 -0.05  0.307
H: 1.27 -0.54 1.37  0.313
H: 2.51 -1.18 0.37  0.318



Calculated relative energies: arrangement a 0.1027; arrangement b 0.0000, given in hartree



Arrangement a

Below is an isolated molecule of C3H4N4, with properties calculated with wB97M-V/def2-TZVPD.

Output
* gap between HOMO and LUMO: 9.02 eV
* spin multiplicity: 1
* HOMO: -8.971 eV

Each line ends with the Mulliken charge.
Positions of all 11 atoms, in Å:
N: 1.90 -0.15 -0.71  -0.431
C: 0.57 -0.09 -0.29  0.539
C: -0.03 0.82 0.90  0.034
N: -1.27 0.74 1.24  -0.570
C: -2.00 -0.10 0.39  0.003
N: -1.55 -0.82 -0.59  -0.362
N: -0.23 -0.93 -0.87  -0.413
H: 2.66 0.27 -0.19  0.198
H: 2.18 -0.99 -1.24  0.262
H: 0.86 1.34 0.81  0.359
H: -3.08 -0.10 0.53  0.381



Arrangement b

Below is a structure of composition C3H4N4, with properties calculated with wB97M-V/def2-TZVPD.

Output
* gap between HOMO and LUMO (alpha / beta): 8.21 / 8.21 eV
* spin multiplicity: 1
* HOMO (alpha / beta): -8.088 / -8.089 eV

Each line ends with the Mulliken charge.
Positions of all 11 atoms, in Å:
N: 1.97 -0.14 -0.57  -0.413
C: 0.70 -0.25 -0.13  0.102
C: 0.17 0.75 0.59  -0.211
N: -1.13 0.70 1.01  -0.334
C: -2.02 -0.07 0.67  0.034
N: -1.72 -1.09 -0.81  -0.223
N: -0.60 -1.13 -1.20  -0.065
H: 2.59 0.57 -0.19  0.200
H: 2.46 -0.92 -0.97  0.211
H: 0.66 1.67 0.85  0.340
H: -3.08 -0.09 0.75  0.358



Arrangement c

Below is an isolated molecule of C3H4N4, with properties calculated with wB97M-V/def2-TZVPD.

Output
* gap between HOMO and LUMO (alpha / beta): 7.84 / 7.84 eV
* spin multiplicity: 1
* HOMO (alpha / beta): -7.699 / -7.697 eV

Each line ends with the Mulliken charge.
Positions of all 11 atoms, in Å:
N: 1.89 -0.04 -0.62  -0.496
C: 0.69 0.12 0.00  0.407
C: 0.14 1.38 0.30  -0.209
N: -1.15 1.47 0.50  -0.437
C: -1.86 0.31 0.28  0.001
N: -1.37 -0.88 0.40  -0.602
N: -0.01 -0.93 0.45  0.148
H: 2.23 0.83 -1.02  0.265
H: 2.00 -0.85 -1.22  0.255
H: -2.93 0.38 0.10  0.405
H: 0.37 -1.79 0.83  0.263



Calculated relative energies: arrangement a 0.0000; arrangement b 0.0532; arrangement c 0.0096, given in hartree